one) Computed, not measured: an isolated ion of composition C4H13N3 and charge +2, with ωB97M-V/def2-TZVPD.

CARTESIAN COORDINATES (ANGSTROEM)
N1 0.61024 -1.49291 0.90868
C1 -0.23749 -0.71414 0.09643
C2 -0.46714 -1.04561 -1.17450
N2 -0.27821 -2.48344 -1.48415
C3 -0.62563 0.65911 0.61201
C4 0.40046 1.69769 0.09560
N3 0.37328 2.97701 0.86761
H1 1.47797 -1.22618 1.34178
H2 0.15640 -2.25263 1.39661
H3 -0.67958 -0.43081 -2.03596
H4 -1.01527 -3.06681 -1.08194
H5 0.64542 -2.78091 -1.14648
H6 -0.33770 -2.70288 -2.48428
H7 -0.55752 0.72878 1.70199
H8 -1.66512 0.93549 0.45639
H9 0.36287 1.87436 -0.97472
H10 1.37561 1.24978 0.26756
H11 0.85942 3.74172 0.38655
H12 -0.58195 3.35619 0.91872
H13 0.71951 2.94786 1.83161

Results
Charge: +2
HOMO-LUMO gap (Eh): 0.3798
Multiplicity: 1
Structure (SMILES): N/C(=C\[NH3+])CC[NH3+]
LUMO energy (eV): -6.951


two) Computed, not measured: a 3-piece molecular cluster, C4H13N3 overall, with ωB97M-V/def2-TZVPD.

CARTESIAN COORDINATES (ANGSTROEM)
C1 0.86206 3.59791 -1.84882
C2 0.60756 2.91962 -3.13046
C3 1.87383 1.76510 -0.69807
C4 -2.64542 -6.06203 4.75938
N1 -2.74475 -7.06473 3.98962
N2 1.18803 3.02437 -0.79154
N3 -0.15684 3.43955 -4.02852
H1 0.32629 4.55028 -1.79475
H2 1.15598 1.95970 -3.19659
H3 2.59785 1.80627 -1.49028
H4 2.21793 1.46770 0.34463
H5 1.28531 0.78299 -0.79893
H6 -3.37420 -5.19766 4.48311
H7 -1.82853 -6.02360 5.51658
H8 -3.38366 -7.02275 3.09519
H9 -2.13481 -7.82327 3.97346
H10 0.75582 2.40582 0.93703
H11 0.11849 2.31731 1.35495
H12 -0.51875 4.35566 -4.01602
H13 -0.43688 2.87609 -4.83885

Results
Charge: +2
HOMO-LUMO gap (Eh): 0.3061
Multiplicity: 1
LUMO energy (eV): -7.407


Most stable to least stable: one), two)


one) Computed, not measured: a 2-piece molecular cluster, C4H13N3 overall, with ωB97M-V/def2-TZVPD.

CARTESIAN COORDINATES (ANGSTROEM)
C1 1.10422 -1.40144 -0.20116
C2 0.06015 -0.29775 1.49571
C3 2.38341 1.03330 -0.80718
C4 0.92558 1.05721 -0.26417
N1 1.39187 -2.45277 -0.57736
N2 0.53469 -0.33245 0.19579
N3 -3.51376 -0.04090 -0.25931
H1 -0.72179 0.34973 1.57528
H2 -0.27646 -1.25885 1.97166
H3 0.82214 0.26501 2.11080
H4 2.48620 0.44396 -1.62035
H5 2.71961 2.04390 -0.89345
H6 2.85015 0.45744 -0.07356
H7 0.21323 1.30682 -1.07985
H8 0.79584 1.81802 0.50222
H9 2.18403 -3.02646 -0.85229
H10 -4.27197 -0.61920 0.14383
H11 -3.90820 0.56219 -1.11764
H12 -2.67148 -0.63726 -0.60243
H13 -3.10748 0.72950 0.35347

Results
Charge: +2
HOMO-LUMO gap (Eh): 0.3933
Multiplicity: 1
LUMO energy (eV): -7.708


two) Computed, not measured: an isolated ion of composition C4H13N3 and charge +2, with ωB97M-V/def2-TZVPD.

CARTESIAN COORDINATES (ANGSTROEM)
C1 -1.17154 1.54389 0.55512
C2 -0.37315 0.64016 -0.58013
N1 -1.24894 -0.44304 -1.06761
C3 -1.20043 -1.43442 -0.11918
N2 0.45369 -1.45288 0.26101
N3 0.68507 -0.07175 0.18130
C4 2.09175 0.48630 -0.10027
H1 -0.41902 2.14601 1.05256
H2 -1.69163 0.90053 1.30260
H3 -1.90578 2.21714 0.09685
H4 -0.09638 1.35575 -1.41437
H5 -1.09553 -0.73707 -2.05341
H6 -1.62676 -0.98200 0.79757
H7 -1.62269 -2.43499 -0.30096
H8 0.64894 -1.94511 1.16502
H9 0.83730 -2.05090 -0.49902
H10 0.47188 0.29402 1.23414
H11 2.46697 0.41250 -1.14479
H12 2.00320 1.60068 0.02965
H13 2.79305 -0.04483 0.60392

Results
Charge: +2
HOMO-LUMO gap (Eh): 0.4260
Multiplicity: 1
Structure (SMILES): C[C@@H]1NC[NH2+][N@H+]1C
LUMO energy (eV): -8.118


three) Computed, not measured: an isolated ion of composition C4H13N3 and charge +2, with ωB97M-V/def2-TZVPD.

CARTESIAN COORDINATES (ANGSTROEM)
C1 0.40875 0.30668 -2.05431
N1 0.29499 0.18461 -0.55578
C2 1.43132 -0.79129 -0.22561
N2 -0.79192 0.01016 0.26522
C3 -2.12588 -0.39310 -0.27621
C4 -0.54875 0.19652 1.52540
N3 0.66326 0.80625 1.98024
H1 -0.41468 0.87632 -2.43279
H2 1.45019 0.61571 -2.07723
H3 0.41873 -0.71163 -2.57945
H4 2.27028 -0.03189 -0.48170
H5 1.40203 -1.07368 0.80797
H6 1.42901 -1.64886 -0.97296
H7 -2.82368 -0.69346 0.47022
H8 -2.13459 -1.30736 -0.75846
H9 -2.38906 0.44526 -0.98718
H10 -1.34710 0.17186 2.25485
H11 1.33424 0.29037 2.50338
H12 0.38976 1.57829 2.52911
H13 1.08307 1.16924 1.06531

Results
Charge: +2
HOMO-LUMO gap (spin up / spin down) (Eh): 0.3362 / 0.3362
Multiplicity: 1
Structure (SMILES): CN(C)/[N+](C)=C\[NH3+]
LUMO energy (spin up / spin down) (eV): -9.831 / -9.832


Most stable to least stable: one), two), three)


one) Computed, not measured: a 2-piece molecular cluster, C4H13N3 overall, with ωB97M-V/def2-TZVPD.

CARTESIAN COORDINATES (ANGSTROEM)
C1 1.50443 1.01393 1.18144
C2 0.83454 -1.17073 2.06024
C3 -2.22939 0.26972 -1.02865
C4 -0.53571 -0.97185 -2.02713
N1 1.53688 2.04023 0.40578
N2 0.78425 -0.09612 0.99503
N3 -1.08175 -0.26020 -0.95025
H1 2.10832 1.11629 2.11896
H2 -0.22020 -1.17079 2.57615
H3 1.57194 -0.79034 2.64330
H4 1.01866 -2.20720 1.65581
H5 -2.15083 1.24181 -0.50044
H6 -2.76730 0.17745 -2.03116
H7 -3.14206 0.02866 -0.44151
H8 -1.13014 -0.71602 -2.92483
H9 0.59792 -0.86002 -2.17806
H10 -0.48364 -2.08925 -1.90926
H11 2.40305 2.57012 0.53885
H12 1.11991 2.29161 -0.47238
H13 0.26114 -0.41729 0.28811

Results
Charge: +2
HOMO-LUMO gap (Eh): 0.2269
Multiplicity: 1
LUMO energy (eV): -12.151


two) Computed, not measured: a 2-piece molecular cluster, C4H13N3 overall, with ωB97M-V/def2-TZVPD.

CARTESIAN COORDINATES (ANGSTROEM)
C1 0.33181 1.18967 1.97829
C2 0.29713 0.03274 0.95295
C3 -1.10295 -0.35639 0.53154
N1 -0.90350 -1.66384 -3.68230
C4 -0.53240 -1.05248 -2.56881
N2 -1.08996 -0.72428 -1.42803
N3 1.78917 1.37357 2.33357
H1 0.07064 2.14458 1.45373
H2 -0.29123 1.19525 2.91285
H3 0.58936 0.46868 -0.03463
H4 1.13713 -0.68503 1.18584
H5 -1.94066 0.29843 0.52539
H6 -1.38590 -1.37585 0.65888
H7 -1.73357 -2.25651 -3.58431
H8 -0.23351 -1.83712 -4.42894
H9 0.36328 -0.43476 -2.74648
H10 -2.10078 -0.85057 -1.38489
H11 2.30297 0.81238 3.01114
H12 1.92189 2.31583 2.72817
H13 2.51109 1.40568 1.58604

Results
Charge: +2
HOMO-LUMO gap (Eh): 0.3528
Multiplicity: 1
LUMO energy (eV): -8.062


Most stable to least stable: two), one)